Entry from the Open Molecules 2025 dataset: a molecular structure, C13H22IrN3O3 (the ωB97M-V functional and the def2-TZVPD basis).

Each line ends with the Mulliken charge.
Geometry (Å):
H 3.91624 -0.01958 3.23968  0.43
H -1.59929 3.28425 -3.62409  0.39
H -2.96394 1.99521 2.23135  0.37
H 0.94625 0.46317 0.20203  0.95
H -2.27837 1.02505 3.54448  0.44
C 0.12543 -3.47130 -0.99575  -0.63
C 1.23498 0.45472 1.25114  -0.41
C 2.54103 0.18943 1.60339  -1.25
C -0.50890 -2.69633 0.13315  -0.45
Ir -0.52953 0.10594 -1.24258  1.78
H 0.25586 -2.18689 0.72116  0.22
C 0.25804 1.98347 -3.76235  0.51
H 2.21272 0.47821 4.96799  0.43
C -0.86598 3.08948 -2.85199  -0.64
H 1.81449 -2.16604 -1.24519  0.30
H 0.86067 -0.98115 -3.10391  0.51
H -2.01430 -1.31804 0.41238  0.35
C 0.63689 0.77372 3.55418  -0.40
H -2.32477 2.26836 -1.70983  0.32
N -1.46547 -1.67131 -0.36748  -0.54
H -0.16510 3.89649 -2.67618  0.35
C 1.93913 0.47925 3.92124  -0.86
C -2.04167 1.71817 2.73339  -1.62
H -0.09065 0.99646 4.32418  0.42
C 1.01798 -2.60411 -1.84773  -0.59
O 0.58548 2.49850 -4.76241  -0.40
H -1.59261 2.60338 3.18586  0.46
H 0.72161 -4.27733 -0.57009  0.37
C 0.26900 0.76551 2.20463  0.71
N -1.32850 2.45424 -1.73047  -0.43
O -1.50947 0.84494 0.60969  -0.83
H 1.48617 -3.21120 -2.62235  0.41
H 3.29076 -0.01134 0.84859  0.45
C 2.89486 0.19558 2.95258  -0.43
O 0.39972 0.93600 -3.07789  -0.79
H -2.12595 -2.09718 -1.01343  0.30
H -0.50063 -1.87674 -3.05744  0.32
H -0.65199 -3.93760 -1.61300  0.32
H -0.98536 2.83925 -0.85936  0.32
N 0.24838 -1.50262 -2.47930  -0.62
H -1.02061 -3.39375 0.79612  0.43
C -1.09261 1.08371 1.77561  1.02

Atoms 1-2, force components in eV/Å:
-0.0304 0.0276 0.0312
-0.1227 -0.0187 0.0853

The calculation puts the frontier orbital gap (spin up / spin down) at 5.66 / 5.84 eV. Its net charge is +2. The multiplicity is 1. The value obtained for the lowest unoccupied orbital energy (spin up / spin down) is -9.298 / -9.268 eV. For the energy relative to the best compared isomer or geometry (same formula, charge and spin), the calculation gives 400.2 kJ/mol.

***

Entry from the Open Molecules 2025 dataset: a molecular structure, C13H22N10STi (the ωB97M-V functional and the def2-TZVPD basis).

Each line ends with the Mulliken charge.
Geometry (Å):
H 15.85607 12.34432 5.31070  0.25
C 14.24014 9.63249 5.10406  -0.09
N 15.12954 11.62322 5.26679  -0.04
H 11.74402 6.18566 6.25269  0.26
H 12.32282 7.78208 5.95525  0.15
C 11.15033 13.69766 3.69393  -0.43
C 11.97208 14.75697 4.01152  -0.51
H 9.08279 12.16723 5.98056  0.30
N 7.31570 9.45134 5.86188  0.10
H 9.15833 9.73422 6.74735  0.32
C 6.86813 10.82517 6.23954  -0.64
N 7.18807 11.75910 5.17201  0.18
H 6.95935 12.05607 3.12472  0.34
H 8.79354 10.75019 2.61767  0.42
H 16.43135 9.87639 5.46739  0.39
H 14.09543 8.55507 5.11872  0.40
H 11.84860 15.84463 3.91251  0.41
H 10.58929 5.06251 4.41406  0.25
N 7.12558 10.00363 3.51674  0.21
Ti 11.22155 10.51985 4.34020  0.75
H 10.40257 5.94271 2.93630  0.24
N 10.73663 5.92800 3.87560  -0.40
N 11.80033 12.51855 4.07883  -0.02
N 13.08029 14.20722 4.62965  -0.06
H 10.16994 13.74364 3.27264  0.62
N 13.24446 10.57265 4.97616  0.17
H 7.08152 8.08445 4.27407  0.33
C 6.64627 11.33340 3.87515  -0.76
H 5.82131 10.80148 6.43662  0.34
C 15.42064 10.27586 5.31269  -0.86
C 8.71946 9.44179 5.80345  -0.69
H 7.41271 11.14436 7.17277  0.35
H 9.06100 8.43540 5.49964  0.34
C 13.83700 11.78242 5.01641  0.04
H 5.57856 11.35905 3.87793  0.34
C 12.95576 12.87554 4.65977  0.16
H 13.81570 14.77488 5.01870  0.23
H 5.65262 9.05853 4.66052  0.32
N 11.80951 6.99537 5.62495  -0.29
S 11.47923 8.32980 3.28500  -0.33
C 8.53476 10.03971 3.39879  -0.95
C 8.61668 11.80962 5.07848  -0.85
H 8.90309 12.46288 4.25684  0.25
N 9.19357 10.44498 4.72878  0.84
H 8.92980 9.06937 3.12629  0.48
C 11.30740 6.98080 4.39522  0.94
C 6.74351 9.07837 4.56489  -0.79

Atoms 1-2, force components in eV/Å:
-0.4556 -0.2359 -0.0040
0.4203 -0.2265 0.6437

The calculation puts the frontier orbital gap (spin up / spin down) at 6.39 / 6.68 eV. Its net charge is +3. The multiplicity is 2. The value obtained for the lowest unoccupied orbital energy (spin up / spin down) is -11.110 / -10.825 eV. Its expectation value of S² is 0.75.

***

Entry from the Open Molecules 2025 dataset: a single C13H22N2O3 molecule (the ωB97M-V functional and the def2-TZVPD basis).

Each line ends with the Mulliken charge.
Geometry (Å):
H 5.21230 0.79186 0.30866  0.40
H 5.68405 -1.75048 0.26266  0.43
C 4.65678 -1.91839 0.57634  -2.08
H 4.33450 -2.88224 0.18805  0.44
O -2.10978 -0.40045 1.49684  -0.76
H 3.50429 -1.71531 -1.89265  0.42
C -3.07745 1.60286 0.56026  -0.91
C -2.00657 0.55686 0.74672  0.60
C -4.63866 -0.26678 -0.24939  0.49
H -5.69892 -0.32655 -2.13114  0.36
N -0.90796 0.72197 -0.02171  -0.18
H -4.13430 -0.58155 1.59751  0.38
C -4.09671 1.15854 -0.50082  -0.59
C -5.89737 -0.50405 -1.07773  -1.53
H 4.84507 -0.57428 -1.79528  0.46
O 3.69982 2.83139 0.15448  -0.64
C 3.82440 -0.76406 -1.47250  -1.84
H -3.59525 1.72324 1.51311  0.33
H -0.81833 1.45540 -0.70791  0.35
H -6.23633 -1.52706 -0.94326  0.36
N 0.10257 -0.24243 -0.01423  -0.32
C 1.88038 1.36318 0.11774  -0.43
H 4.21480 0.48424 1.72802  0.38
C 3.28166 1.69502 0.27320  -0.08
H -6.68423 0.16456 -0.73958  0.38
H -2.63726 2.55839 0.27343  0.37
H -3.86676 -0.99018 -0.56160  0.22
C 1.40987 0.10325 0.22264  0.83
C 2.30930 -1.05924 0.51163  -1.14
H -3.64440 1.18671 -1.49407  0.34
C 3.75225 -0.79989 0.05520  1.74
H -4.93024 1.86221 -0.48353  0.39
H 1.22553 2.19782 -0.08407  0.36
H 2.30167 -1.23729 1.59237  0.37
H 4.63509 -1.96154 1.66322  0.43
O -4.96176 -0.47805 1.10260  -0.58
H 1.91828 -1.95619 0.02606  0.52
H 3.18989 0.02265 -1.87228  0.40
C 4.20127 0.54323 0.63503  -1.00
H -0.24146 -1.08736 0.43600  0.34

Atoms 1-2, force components in eV/Å:
-0.0044 0.0358 0.0140
0.1334 0.0038 -0.0353

The calculation puts the frontier orbital gap at 9.35 eV. Its net charge is 0. The SMILES is C[C@H](O)CCC(=O)NNC1=CC(=O)CC(C)(C)C1. The multiplicity is 1. The value obtained for the lowest unoccupied orbital energy is 0.542 eV. For the energy relative to the best compared isomer or geometry (same formula, charge and spin), the calculation gives 177.4 kJ/mol.

***

Entry from the Open Molecules 2025 dataset: a molecular structure, C13H22N3O10P2Ru (the ωB97M-V functional and the def2-TZVPD basis).

Each line ends with the Mulliken charge.
Geometry (Å):
N -0.34998 -0.13568 2.07722  -0.29
C 1.87257 -0.35361 -3.89696  -0.87
N -0.90900 3.38098 -4.83188  0.18
H -3.68657 4.57907 -6.43926  0.38
O 3.56075 0.95174 0.86661  -0.62
H -3.28634 2.88043 -6.15625  0.32
C -0.42120 0.87833 -3.12117  -0.55
O -3.09067 1.03574 -1.25305  -0.72
C 1.27960 0.56540 -4.74696  -0.40
O -0.82014 1.76520 -6.42134  -0.63
C 0.12521 1.21663 -4.34351  0.19
H -1.26364 4.54927 -1.63525  0.39
C 0.95619 -0.07261 2.75569  -0.65
O -1.72257 2.22914 0.49713  -0.72
C -0.57176 2.15496 -5.28929  0.46
C 2.45192 0.47252 0.85116  0.49
H 2.78153 -0.86855 -4.17555  0.42
C 1.28903 -0.60452 -2.67155  -0.44
H -2.27084 5.05736 -2.99565  0.41
O -2.89791 -2.31599 1.64300  -0.70
H 1.72383 -1.30132 -1.96786  0.43
H -2.27561 3.36638 -2.46982  0.15
N 0.15206 -0.01476 -2.29596  0.11
O -4.03294 -1.50784 -0.51867  -0.56
H -1.05567 0.42777 2.53977  0.20
P -2.82726 -1.41108 0.50079  0.72
H 1.15258 0.96630 3.01689  0.39
H -1.25466 4.13629 -6.73679  0.43
C -0.48698 3.95002 -3.55424  -0.83
H -0.70692 -1.08896 2.03917  0.22
Ru -0.52146 0.52911 -0.18159  1.57
C -3.15628 3.89334 -5.77577  -1.07
C -1.67453 4.24388 -5.73835  -0.85
P -3.01021 1.47133 0.17354  1.35
H 0.93319 -0.64839 3.67996  0.40
H -3.91954 -0.82653 -1.20724  0.42
H 1.68191 -1.47404 1.29862  0.27
O -2.99670 0.14927 1.09922  -0.20
H -5.04823 1.78305 0.78372  0.35
O -1.50186 -1.35472 -0.29771  -0.53
H -3.60315 3.95444 -4.78217  0.26
O -4.23780 2.30175 0.71516  -0.57
H 0.21696 3.27364 -3.07656  0.51
H 2.93552 -0.86996 2.40924  0.33
H -1.37486 1.29348 -2.80652  0.90
O 1.51368 0.85353 -0.00545  -0.79
C 2.05200 -0.59846 1.84120  -0.55
H 0.06017 4.87194 -3.76516  0.35
H 1.69232 0.77273 -5.72630  0.51
H -1.52283 5.27287 -5.41105  0.41
C -1.64633 4.24913 -2.61218  -0.96

Atoms 1-2, force components in eV/Å:
0.0602 0.1160 -0.1949
0.0417 -0.0352 -0.0816

The calculation puts the frontier orbital gap (spin up / spin down) at 9.39 / 7.55 eV. Its net charge is 0. The multiplicity is 6. The value obtained for the lowest unoccupied orbital energy (spin up / spin down) is -0.191 / -2.208 eV. Its expectation value of S² is 8.76. For the energy relative to the best compared isomer or geometry (same formula, charge and spin), the calculation gives 42.5 kJ/mol.

***

Entry from the Open Molecules 2025 dataset: a molecular structure, C13H22N6STc (the ωB97M-V functional and the def2-TZVPD basis).

Each line ends with the Mulliken charge.
Geometry (Å):
H 1.64474 -2.69907 2.54835  0.44
H 2.12601 1.33591 1.64066  0.29
C -2.48452 3.96750 0.75863  -0.59
H -3.40983 -1.68400 0.22176  0.38
H -1.10505 -1.49985 -2.52521  0.40
H -0.64982 4.00152 -3.32335  0.20
Tc 0.30507 0.21190 0.06379  0.77
N -1.32629 2.10504 0.33815  0.33
C -2.11639 2.75421 1.25452  -0.49
C -0.31639 -2.87810 -1.08218  -0.68
H -2.32643 -2.51120 -1.76141  0.37
C -1.82225 -1.87837 1.64283  -0.61
C 1.98850 0.74485 0.73210  -0.79
H 1.50665 -2.05419 -1.51692  0.24
H -1.72450 -2.93963 1.42990  0.35
H -2.36329 2.32172 2.20872  0.48
C 1.00214 1.33769 -2.97353  -0.63
C 0.66841 2.39931 -3.75002  -0.58
C -1.21904 2.91928 -0.69627  0.36
N -1.90660 4.05991 -0.48257  -0.15
C -1.41028 -1.94375 -1.57521  -0.89
H -3.08845 4.75817 1.16748  0.43
N -1.66511 -0.81877 -0.64424  0.05
H -2.15792 -0.10580 -1.17488  0.32
H -1.97389 4.86177 -1.08906  0.20
H -2.41288 -1.79506 2.55413  0.54
H -2.86754 -0.15655 0.90540  0.35
H 0.28279 -3.55724 1.87678  0.45
H 2.94113 0.46555 0.27419  0.31
N -0.21834 3.14609 -3.01069  -0.14
H 1.93660 -3.75635 0.19220  0.38
N 0.32443 1.42425 -1.77702  0.25
C -0.40131 2.53267 -1.82881  -0.09
S -0.15042 -1.23647 2.03964  -0.06
H 1.68669 0.53724 -3.19194  0.47
H -0.65367 -3.44338 -0.21672  0.25
H 0.97919 2.69079 -4.73746  0.42
C -2.52319 -1.11824 0.52457  -0.76
C 1.66447 -2.71518 0.39413  -0.74
H -0.10725 -3.61846 -1.85789  0.41
H 2.59049 -2.14879 0.48134  0.37
N 0.89478 -2.12533 -0.71071  0.03
C 0.92210 -2.68739 1.73385  -0.64

Atoms 1-2, force components in eV/Å:
-0.0014 0.0092 -0.0024
0.0036 -0.0178 0.0137

The calculation puts the frontier orbital gap (spin up / spin down) at 7.77 / 8.03 eV. Its net charge is +2. The multiplicity is 4. The value obtained for the lowest unoccupied orbital energy (spin up / spin down) is -6.060 / -6.755 eV. Its expectation value of S² is 3.95.

***

Entry from the Open Molecules 2025 dataset: a molecular structure, C13H22N8OSTi (the ωB97M-V functional and the def2-TZVPD basis).

Each line ends with the Mulliken charge.
Geometry (Å):
H -0.69701 -3.62441 -0.68499  0.58
H 1.83625 1.06770 -2.72283  0.31
H -0.62368 2.19687 1.01608  0.43
C -2.06977 2.27744 -2.32276  -0.76
C 2.44451 -1.72582 -0.08806  -0.86
C 2.47938 1.67712 0.42224  -0.40
N 0.37273 -2.02605 -1.12125  0.59
C 1.63929 -1.40909 -1.20225  0.26
H -2.15402 -2.70904 5.77809  0.24
H -2.43635 0.28723 -1.98337  0.32
H -2.52335 1.21693 -0.58937  0.29
N -2.44485 -2.49454 4.84158  -0.37
C -1.62073 -1.92559 3.97417  0.55
C 0.25128 2.30973 -3.18710  -0.82
O -0.43829 -1.53015 -2.10915  -0.59
N -0.96311 -0.39474 1.07283  -0.24
C -1.55461 -0.82338 1.99710  0.52
H -1.51813 1.54095 -4.32978  0.35
H 3.45387 -1.27509 -0.06381  0.51
H 3.11269 0.99905 -0.09662  0.35
H 0.72874 -4.28775 1.29570  0.45
H -1.45219 3.27892 -4.07433  0.32
C -1.23346 2.27799 -3.57116  -0.51
N -1.99352 1.02053 -1.44945  -0.47
C 0.43375 2.42312 0.93016  -0.71
C 2.11593 -2.58466 0.91863  -0.76
H 0.84093 2.65096 -4.01642  0.46
S 2.86007 3.07927 1.20596  -0.03
H 1.20412 4.20019 2.14153  0.52
H 2.90304 -2.87088 1.59251  0.56
C 1.23358 3.39185 1.52145  -0.46
N -0.32122 -1.86952 4.18686  -0.33
H 0.68621 0.44580 -3.69321  0.34
H 0.33027 3.00835 -2.36919  0.33
H -1.72019 3.04334 -1.64142  0.39
H 0.32398 -1.63832 3.49248  0.14
N 1.18326 1.48315 0.27486  0.55
N -2.20830 -1.31802 2.95917  -0.62
C 0.97188 -3.42158 0.67215  -0.54
H -3.44149 -2.31886 4.77026  0.28
N 0.80439 0.96775 -2.83687  -0.29
H 0.10257 -2.34557 5.03794  0.26
C 0.11096 -3.13069 -0.30321  -0.42
Ti -0.03106 -0.13476 -0.88377  0.47
H -3.11361 2.49414 -2.56890  0.37
H 2.13524 -1.47986 -2.19246  0.46

Atoms 1-2, force components in eV/Å:
-2.0804 -1.7248 -0.2640
-1.0351 -0.1194 -0.0937

The calculation puts the frontier orbital gap (spin up / spin down) at 7.59 / 7.59 eV. Its net charge is +2. The multiplicity is 1. The value obtained for the lowest unoccupied orbital energy (spin up / spin down) is -6.215 / -6.216 eV.